Record 1
A molecular structure, C3CrF13N2O17S7 at a distorted geometry. Source: the Open Molecules 2025 dataset; level of theory: wB97M-V/def2-TZVPD.

XYZ file:
```
43
C3CrF13N2O17S7, DFT wB97M-V/def2-TZVPD
Cr -0.672 0.152 0.468
C 0.187 -2.976 -3.279
F 0.708 -3.111 -4.479
F -1.077 -3.457 -3.114
F 1.052 -3.489 -2.365
S 0.095 -1.061 -2.915
O 1.485 -0.563 -2.831
O -0.672 -0.378 -4.001
O -0.621 -0.818 -1.634
C 0.044 4.251 -1.880
F 0.849 4.636 -0.867
F -1.195 4.388 -1.609
F 0.461 5.028 -2.905
S 0.400 2.401 -2.277
O -0.090 1.641 -1.083
O -0.312 2.053 -3.528
O 1.849 2.270 -2.500
C 2.919 -2.799 0.276
F 3.487 -3.095 -0.869
F 1.612 -3.240 0.268
F 3.592 -3.341 1.321
S 2.827 -0.861 0.402
O 1.397 -0.547 0.544
O 3.589 -0.452 1.614
O 3.433 -0.366 -0.869
N 0.009 1.081 2.114
S -0.564 1.289 3.575
O -1.532 2.401 3.688
O 0.144 0.836 4.763
F -1.582 0.133 3.486
S 1.270 2.194 2.475
O 2.489 1.609 2.923
O 0.997 3.575 2.812
F 1.734 2.314 0.926
N -2.323 -0.846 0.879
S -3.918 -0.356 1.182
O -4.487 -0.566 2.512
O -4.790 -0.389 0.037
F -3.562 1.176 1.304
S -2.506 -2.262 1.325
O -3.373 -3.194 0.596
O -2.349 -2.565 2.737
F -1.005 -2.694 0.779
```

Properties
* DFT total energy: -180482.9471 eV
* ⟨S²⟩: 20.037
* 2S+1: 9
* Kohn-Sham gap (alpha / beta): 3.12 / 4.21 eV
* total charge: -3

Record 2
C2H3N3S in the gas phase at a distorted geometry. Source: the Open Molecules 2025 dataset; level of theory: wB97M-V/def2-TZVPD.

XYZ file:
```
9
C2H3N3S, DFT wB97M-V/def2-TZVPD
C -0.435 -0.744 0.201
C 1.220 -0.081 -0.334
N 0.262 0.763 -1.071
N -0.955 0.048 -0.684
N -0.851 0.052 1.255
S 2.749 -0.064 0.531
H -0.274 -1.779 0.114
H 0.195 1.768 -1.090
H -1.911 0.037 1.078
```

Properties
* DFT total energy: -17419.2340 eV
* ⟨S²⟩: 2.073
* 2S+1: 3
* energy relative to the best compared isomer or geometry (same formula, charge and spin): 410.0 kJ/mol
* Kohn-Sham gap (alpha / beta): 6.68 / 5.99 eV

Record 3
A molecular structure, C21H12N5PbS2. Source: the Open Molecules 2025 dataset; level of theory: wB97M-V/def2-TZVPD.

XYZ file:
```
41
C21H12N5PbS2, DFT wB97M-V/def2-TZVPD
Pb 0.000 -3.101 -0.479
S 0.000 4.419 -1.072
N 1.319 3.609 -0.932
C 1.058 2.188 -0.711
C 1.982 1.036 -0.689
C 3.336 0.947 -0.581
C 3.942 -0.298 -0.769
C 3.138 -1.428 -1.083
N 1.847 -1.405 -1.209
C 1.128 -0.184 -0.985
C -1.128 -0.184 -0.985
N -1.847 -1.405 -1.209
C -3.138 -1.427 -1.083
C -3.942 -0.298 -0.769
C -3.336 0.948 -0.581
C -1.982 1.036 -0.689
C -1.058 2.188 -0.711
N -1.319 3.609 -0.932
H 3.928 1.835 -0.396
H 5.012 -0.424 -0.692
H 3.621 -2.391 -1.219
H -3.621 -2.391 -1.219
H -5.012 -0.424 -0.692
H -3.928 1.835 -0.396
S 0.000 -1.229 3.918
C 0.000 -2.932 4.071
C 0.000 -3.553 2.860
C 0.000 -2.646 1.757
C 0.000 -1.344 2.203
C 0.000 -0.193 1.312
C 0.000 1.113 1.557
C 0.000 2.144 0.483
C 0.000 1.778 -1.761
C 0.000 0.279 -1.969
N 0.000 -0.554 -0.060
H 0.000 -3.385 5.051
H 0.000 -4.632 2.767
H 0.000 1.482 2.576
H 0.000 3.098 1.000
H 0.000 2.348 -2.685
H 0.000 -0.065 -2.999
```

Properties
* DFT total energy: -56328.0929 eV
* Kohn-Sham gap: 6.01 eV
* total charge: +1

Record 4
CH2O3S in the gas phase at a distorted geometry. Source: the Open Molecules 2025 dataset; level of theory: wB97M-V/def2-TZVPD.

XYZ file:
```
7
CH2O3S, DFT wB97M-V/def2-TZVPD
C -0.687 -1.085 0.354
O -0.223 -2.260 0.083
O -1.529 -2.849 2.502
O -0.044 -0.119 -0.290
S -0.208 -2.315 2.170
H -1.629 -0.812 0.858
H -0.856 0.360 -0.739
```

Properties
* DFT total energy: -18042.6689 eV
* ⟨S²⟩: 2.015
* 2S+1: 3
* energy relative to the best compared isomer or geometry (same formula, charge and spin): 291.9 kJ/mol
* Kohn-Sham gap (alpha / beta): 7.33 / 9.28 eV

Record 5
C26H32N4O4 in the gas phase. Source: the Open Molecules 2025 dataset; level of theory: wB97M-V/def2-TZVPD.

XYZ file:
```
66
C26H32N4O4, DFT wB97M-V/def2-TZVPD
C -8.534 -3.987 0.377
O -8.172 -2.895 1.186
C -7.650 -1.787 0.589
C -7.326 -0.731 1.443
C -6.797 0.438 0.941
C -6.579 0.584 -0.425
C -5.973 1.851 -0.968
N -4.510 1.797 -0.896
C -3.860 1.215 -1.967
O -4.436 0.798 -2.944
N -2.492 1.144 -1.864
C -1.759 1.613 -0.804
C -0.371 1.518 -0.773
C 0.336 2.003 0.315
C 1.828 1.885 0.267
O 2.438 1.919 -0.785
N 2.428 1.741 1.468
C 3.851 1.537 1.611
C 4.178 0.127 2.105
C 3.746 -0.995 1.130
N 4.664 -1.387 0.091
C 5.833 -2.087 0.583
C 6.799 -2.539 -0.513
C 7.847 -1.485 -0.869
C 7.302 -0.304 -1.668
C 6.122 0.394 -0.997
C 4.848 -0.465 -1.013
C -0.342 2.610 1.377
C -1.715 2.710 1.347
C -2.438 2.207 0.265
C -3.901 2.312 0.240
O -4.553 2.816 1.130
C -6.891 -0.468 -1.271
C -7.425 -1.647 -0.776
H -9.307 -3.712 -0.349
H -7.669 -4.400 -0.153
H -8.931 -4.739 1.057
H -7.504 -0.855 2.500
H -6.546 1.248 1.609
H -6.242 1.988 -2.017
H -6.286 2.712 -0.375
H -2.013 0.726 -2.651
H 0.170 1.075 -1.595
H 1.861 1.610 2.291
H 4.242 2.274 2.322
H 4.293 1.724 0.632
H 3.673 -0.031 3.062
H 5.251 0.061 2.289
H 3.544 -1.895 1.721
H 2.808 -0.701 0.650
H 5.457 -2.973 1.110
H 6.407 -1.498 1.321
H 7.324 -3.424 -0.146
H 6.237 -2.833 -1.398
H 8.302 -1.117 0.055
H 8.639 -1.960 -1.454
H 8.111 0.417 -1.814
H 6.990 -0.649 -2.656
H 5.914 1.320 -1.538
H 6.387 0.661 0.028
H 3.972 0.183 -1.050
H 4.845 -1.048 -1.943
H 0.206 3.032 2.206
H -2.265 3.178 2.149
H -6.708 -0.371 -2.330
H -7.660 -2.443 -1.465
```

Properties
* DFT total energy: -41633.9614 eV
* energy relative to the best compared isomer or geometry (same formula, charge and spin): 74.5 kJ/mol
* Kohn-Sham gap: 7.82 eV

Record 6
A molecular structure, C28H28N2SiW at a distorted geometry. Source: the Open Molecules 2025 dataset; level of theory: wB97M-V/def2-TZVPD.

XYZ file:
```
60
C28H28N2SiW, DFT wB97M-V/def2-TZVPD
C 0.738 -3.798 -0.858
C -0.499 -3.168 -0.487
C -0.818 -2.180 -1.476
H -1.123 -3.430 0.371
C 0.222 -2.200 -2.469
C 1.181 -3.201 -2.083
H 2.033 -3.526 -2.690
H 1.211 -4.631 -0.341
H -1.725 -1.585 -1.524
H 0.235 -1.615 -3.382
W 1.080 -1.598 -0.526
C 0.330 0.364 -0.258
H -0.231 0.848 -1.067
H 1.002 1.054 0.261
H -0.351 -0.148 0.471
Si -1.524 2.347 0.616
C -2.732 2.550 2.062
C -3.638 1.451 2.110
H -3.652 0.710 1.306
C -4.439 1.270 3.234
H -5.107 0.413 3.272
C -4.395 2.171 4.295
H -5.058 2.047 5.147
C -3.479 3.231 4.255
H -3.410 3.907 5.102
C -2.633 3.435 3.143
H -1.906 4.262 3.134
C -2.524 2.832 -0.901
C -3.830 3.400 -0.797
H -4.230 3.719 0.172
C -4.626 3.548 -1.946
H -5.658 3.896 -1.841
C -4.133 3.262 -3.221
H -4.766 3.372 -4.103
C -2.811 2.838 -3.329
H -2.408 2.635 -4.317
C -1.989 2.667 -2.203
H -0.942 2.406 -2.342
H -1.374 0.956 1.159
H -0.170 3.072 0.519
C 4.393 -0.427 -3.020
C 5.513 -0.848 -2.307
C 5.340 -1.360 -1.030
C 4.043 -1.496 -0.517
N 2.951 -1.104 -1.272
C 3.119 -0.520 -2.494
C 3.713 -2.107 0.728
C 4.629 -2.651 1.636
C 4.171 -3.345 2.746
C 2.795 -3.364 2.991
C 1.904 -2.714 2.164
N 2.357 -2.195 0.991
H 4.489 -0.004 -4.015
H 6.511 -0.778 -2.742
H 6.193 -1.674 -0.441
H 2.226 -0.150 -2.998
H 5.695 -2.538 1.462
H 4.867 -3.847 3.416
H 2.395 -3.884 3.852
H 0.844 -2.576 2.384
```

Properties
* DFT total energy: -42155.6991 eV
* ⟨S²⟩: 2.036
* 2S+1: 3
* energy relative to the best compared isomer or geometry (same formula, charge and spin): 115.9 kJ/mol
* Kohn-Sham gap (alpha / beta): 4.81 / 4.50 eV
* total charge: +2